# 1
Computed, not measured: a structure of composition C23H22Cl2N6O2SV at a distorted geometry, with ωB97M-V/def2-TZVPD.

The spin multiplicity is 3. The charge is +1. The calculation puts the HOMO-LUMO gap (spin up / spin down) at 6.664 / 6.939 eV. Its expectation value of S² is 2.02.

Each line ends with the Mulliken charge.
Positions of all 57 atoms, in Å:
1 V 0.09 -0.32 0.30  0.52
2 Cl 5.63 -1.63 4.05  -0.19
3 C 3.99 -1.57 3.51  0.10
4 C 3.69 -0.79 2.39  -0.74
5 C 2.39 -0.75 1.92  -0.67
6 N 1.89 0.00 0.83  0.12
7 C 2.59 1.01 0.21  0.06
8 O 3.75 1.31 0.34  -0.65
9 C 1.68 1.79 -0.73  0.46
10 C 2.08 3.03 -1.20  -0.74
11 C 1.21 3.74 -2.02  -0.29
12 C 0.00 3.16 -2.36  -0.90
13 C -0.32 1.92 -1.85  0.06
14 N 0.49 1.24 -1.02  0.09
15 C 1.38 -1.48 2.58  0.27
16 C 1.67 -2.21 3.72  -0.84
17 C 2.99 -2.26 4.17  0.18
18 Cl 3.33 -3.21 5.57  -0.19
19 N 0.11 -1.31 1.97  0.89
20 C -1.06 -1.59 2.59  0.32
21 O -1.26 -2.20 3.62  -0.71
22 C -2.23 -1.01 1.82  0.25
23 C -3.51 -1.01 2.35  -0.81
24 C -4.55 -0.52 1.58  -0.45
25 C -4.29 -0.08 0.29  -0.82
26 C -2.98 -0.08 -0.16  -0.22
27 N -1.96 -0.51 0.60  0.38
28 H 4.47 -0.24 1.90  0.65
29 H 3.06 3.39 -0.92  0.52
30 H 1.48 4.72 -2.39  0.46
31 H -0.70 3.66 -3.02  0.42
32 H -1.25 1.44 -2.12  0.38
33 H 0.89 -2.72 4.26  0.67
34 H -3.65 -1.40 3.35  0.55
35 H -5.56 -0.49 1.97  0.47
36 H -5.08 0.26 -0.36  0.47
37 H -2.74 0.25 -1.16  0.32
38 C 0.88 -5.05 1.26  -1.20
39 N 1.08 -4.02 0.23  0.34
40 C 2.48 -3.64 0.05  -1.06
41 C 0.07 -3.52 -0.47  0.72
42 S 0.20 -1.97 -1.31  -0.45
43 N -1.05 -4.24 -0.63  0.12
44 C -2.31 -3.63 -1.03  -0.67
45 C -1.01 -5.69 -0.81  -1.20
46 H 1.45 -4.74 2.13  0.40
47 H 1.24 -6.02 0.94  0.35
48 H -0.17 -5.11 1.54  0.38
49 H 3.00 -4.44 -0.49  0.34
50 H 2.94 -3.51 1.02  0.32
51 H 2.56 -2.72 -0.52  0.32
52 H -2.39 -2.62 -0.63  0.01
53 H -3.12 -4.23 -0.61  0.41
54 H -2.41 -3.59 -2.11  0.34
55 H 0.01 -6.03 -0.96  0.40
56 H -1.59 -5.93 -1.70  0.42
57 H -1.45 -6.23 0.04  0.35

---

# 2
Computed, not measured: a structure of composition C40H37BrN5O10PRhS, with ωB97M-V/def2-TZVPD.

The spin multiplicity is 5. The charge is +1. The calculation puts the HOMO-LUMO gap (spin up / spin down) at 8.285 / 5.709 eV. The energy above the lowest of the compared OMol25 structures with the same formula, charge and spin is 0.000 eV. Its expectation value of S² is 6.02.

Each line ends with the Mulliken charge.
Positions of all 96 atoms, in Å:
1 Rh 0.78 -0.74 1.31  0.38
2 N 2.79 -1.64 2.17  -0.17
3 C 3.53 -2.38 1.18  0.02
4 C 4.92 -2.38 1.19  -0.62
5 C 5.62 -3.09 0.23  -0.81
6 C 4.94 -3.84 -0.72  -0.81
7 C 3.56 -3.84 -0.74  -0.41
8 C 2.84 -3.10 0.20  0.38
9 P 1.03 -3.02 0.21  2.30
10 C 0.45 -4.56 0.95  0.75
11 C 0.24 -4.62 2.32  -0.12
12 C -0.10 -5.83 2.91  -0.85
13 C -0.24 -6.97 2.12  -0.53
14 C -0.04 -6.90 0.75  -0.78
15 C 0.31 -5.70 0.16  -0.46
16 C 0.41 -2.90 -1.47  0.45
17 C 1.17 -2.39 -2.52  -0.58
18 C 0.57 -2.14 -3.74  -0.83
19 C -0.79 -2.39 -3.92  -0.61
20 C -1.55 -2.89 -2.87  -0.70
21 C -0.96 -3.14 -1.64  -0.72
22 H 3.39 -0.97 2.63  0.34
23 H 2.44 -2.26 2.90  0.23
24 H 5.45 -1.82 1.95  0.43
25 H 6.70 -3.09 0.25  0.44
26 H 5.49 -4.41 -1.46  0.46
27 H 3.03 -4.42 -1.48  0.47
28 H 0.29 -3.72 2.92  0.16
29 H -0.28 -5.88 3.97  0.45
30 H -0.52 -7.91 2.58  0.42
31 H -0.15 -7.79 0.14  0.45
32 H 0.47 -5.65 -0.91  0.40
33 H 2.22 -2.18 -2.38  0.33
34 H 1.16 -1.75 -4.56  0.48
35 H -1.25 -2.19 -4.87  0.42
36 H -2.61 -3.07 -3.00  0.47
37 H -1.56 -3.50 -0.81  0.45
38 O -2.09 -2.51 1.75  -0.57
39 C -1.76 -1.50 2.32  0.60
40 O -0.49 -1.28 2.70  -1.13
41 C -2.71 -0.40 2.66  0.38
42 C -2.27 0.91 2.82  -0.16
43 C -3.19 1.93 3.04  -0.56
44 C -4.52 1.60 3.12  -0.14
45 C -4.99 0.30 2.99  -0.56
46 C -4.07 -0.70 2.73  -0.54
47 N -5.50 2.68 3.36  1.13
48 O -6.65 2.36 3.59  -0.60
49 O -5.09 3.82 3.33  -0.61
50 H -1.22 1.14 2.77  0.40
51 H -2.88 2.96 3.14  0.56
52 H -6.05 0.10 3.07  0.54
53 H -4.39 -1.72 2.59  0.54
54 Br -6.62 2.72 -0.07  -0.09
55 C -4.83 2.19 -0.32  -0.27
56 C -3.83 3.16 -0.39  -0.82
57 C -2.52 2.76 -0.57  -0.49
58 C -2.21 1.40 -0.65  0.43
59 C -3.21 0.44 -0.55  0.24
60 C -4.53 0.84 -0.41  -0.70
61 C -0.78 1.00 -0.81  -1.05
62 O 0.02 1.69 -1.43  -0.48
63 O -0.46 -0.13 -0.22  0.83
64 H -4.09 4.20 -0.29  0.50
65 H -1.72 3.49 -0.62  0.73
66 H -2.96 -0.61 -0.60  0.41
67 H -5.32 0.10 -0.35  0.51
68 C -1.23 5.36 -3.30  -1.29
69 C -0.05 4.40 -3.37  -0.17
70 S 1.15 4.84 -2.14  1.19
71 O 1.71 6.13 -2.43  -0.67
72 O 0.58 4.60 -0.83  -0.53
73 C 2.44 3.62 -2.37  -0.29
74 C 3.36 3.62 -1.16  -1.44
75 N 2.77 2.88 -0.04  0.35
76 C 2.63 1.54 0.00  0.44
77 N 1.88 1.18 1.04  0.01
78 C 1.52 2.33 1.70  -1.49
79 C 2.05 3.38 1.03  0.23
80 N 1.98 4.76 1.44  1.26
81 O 2.79 5.54 0.97  -0.63
82 O 1.09 5.03 2.21  -0.62
83 C 3.20 0.60 -0.99  -0.50
84 H -1.95 5.10 -4.07  0.38
85 H -0.90 6.39 -3.46  0.39
86 H -1.73 5.30 -2.33  0.29
87 H 0.45 4.44 -4.33  0.53
88 H -0.34 3.37 -3.15  0.07
89 H 2.99 3.89 -3.27  0.67
90 H 1.95 2.65 -2.51  0.11
91 H 3.57 4.63 -0.82  0.56
92 H 4.31 3.15 -1.41  0.44
93 H 0.93 2.35 2.60  0.80
94 H 4.18 0.92 -1.33  0.63
95 H 2.53 0.50 -1.84  0.09
96 H 3.32 -0.38 -0.53  -0.47

---

# 3
Computed, not measured: a cluster of 9 separate species, C11H40N12O9 in total at a distorted geometry, with ωB97M-V/def2-TZVPD.

The charge is 0. The calculation puts the HOMO-LUMO gap at 9.422 eV. The energy above the lowest of the compared OMol25 structures with the same formula, charge and spin is 0.000 eV.

Each line ends with the Mulliken charge.
Positions of all 72 atoms, in Å:
1 C -28.61 9.57 -3.59  0.02
2 O -27.89 9.37 -2.40  -0.26
3 H -28.32 10.47 -4.14  -0.23
4 H -28.54 8.76 -4.31  0.05
5 H -29.65 9.82 -3.34  0.37
6 H -28.43 9.15 -1.64  -0.02
7 C -30.69 8.25 -6.17  0.62
8 O -29.64 8.25 -6.81  -0.70
9 N -31.72 9.12 -6.41  -0.56
10 N -30.88 7.36 -5.15  -0.27
11 H -32.55 9.15 -5.85  0.15
12 H -31.67 9.59 -7.29  0.27
13 H -30.16 6.66 -5.08  0.16
14 H -31.76 7.29 -4.68  0.15
15 C -30.14 5.07 -2.10  0.57
16 O -31.13 4.95 -1.39  -0.68
17 N -29.38 6.20 -2.04  -0.02
18 N -29.73 4.11 -2.98  -0.44
19 H -29.62 6.79 -1.27  0.03
20 H -28.53 6.32 -2.56  0.07
21 H -29.21 4.36 -3.81  0.22
22 H -30.45 3.41 -3.12  0.27
23 C -31.21 12.64 -4.80  0.48
24 O -32.43 12.68 -4.81  -0.71
25 N -30.52 11.61 -5.38  0.15
26 N -30.36 13.56 -4.26  -0.28
27 H -29.54 11.71 -5.60  0.04
28 H -30.98 10.79 -5.73  0.05
29 H -30.63 14.38 -3.76  0.19
30 H -29.39 13.33 -4.39  0.25
31 C -26.47 13.11 -4.58  0.58
32 O -27.54 13.45 -5.06  -0.74
33 N -25.84 11.97 -4.97  -0.13
34 N -25.84 13.79 -3.58  -0.43
35 H -25.09 11.58 -4.44  0.29
36 H -26.41 11.39 -5.58  -0.15
37 H -26.26 14.64 -3.24  0.17
38 H -24.86 13.68 -3.42  0.22
39 C -30.02 8.83 0.59  0.62
40 O -29.08 9.61 0.62  -0.65
41 N -31.22 9.13 0.02  -0.35
42 N -29.86 7.53 0.98  -0.43
43 H -31.96 8.47 0.15  0.18
44 H -31.41 10.04 -0.37  0.22
45 H -30.51 6.80 0.73  0.20
46 H -29.10 7.36 1.60  0.19
47 C -25.07 11.37 -0.44  0.54
48 O -24.46 12.37 -0.09  -0.71
49 N -25.13 10.26 0.36  -0.33
50 N -25.75 11.28 -1.62  -0.08
51 H -24.50 10.28 1.14  0.23
52 H -25.57 9.40 0.09  0.16
53 H -26.33 10.48 -1.80  0.18
54 H -25.85 12.06 -2.24  0.10
55 C -26.44 11.01 -8.41  -1.15
56 C -27.86 11.04 -7.90  -0.28
57 O -27.90 10.42 -6.59  0.15
58 H -26.05 10.00 -8.21  0.21
59 H -25.80 11.70 -7.86  0.29
60 H -26.37 11.21 -9.48  0.39
61 H -28.53 10.45 -8.52  0.45
62 H -28.24 12.07 -7.81  0.24
63 H -28.68 9.85 -6.59  -0.13
64 C -25.81 7.36 -5.82  -0.88
65 C -25.62 7.09 -4.34  0.32
66 O -26.35 5.93 -3.90  -0.61
67 H -24.91 7.07 -6.35  0.37
68 H -26.08 8.41 -5.96  -0.06
69 H -26.58 6.72 -6.26  0.34
70 H -25.86 7.98 -3.75  -0.14
71 H -24.56 6.94 -4.11  0.37
72 H -26.24 5.90 -2.95  0.28

---

# 4
Computed, not measured: the molecule C2H3NOS2 at a distorted geometry, with ωB97M-V/def2-TZVPD.

The charge is 0. The calculation puts the HOMO-LUMO gap at 8.746 eV. The energy above the lowest of the compared OMol25 structures with the same formula, charge and spin is 2.989 eV.

Each line ends with the Mulliken charge.
Positions of all 9 atoms, in Å:
1 C -0.32 -1.32 -1.12  -0.13
2 C 0.60 1.05 1.35  0.22
3 H 0.30 -2.12 -0.62  0.31
4 H -0.84 0.71 -0.57  0.27
5 H 1.53 1.00 2.06  0.27
6 N -0.13 -0.04 -0.54  -0.14
7 O 0.78 -0.01 0.56  -0.12
8 S -1.37 -1.42 -2.42  -0.29
9 S -0.55 2.14 1.29  -0.39

---

# 5
Computed, not measured: a cluster of 2 separate species, C4H12 in total at a distorted geometry, with ωB97M-V/def2-TZVPD.

The charge is 0. The calculation puts the HOMO-LUMO gap at 12.954 eV. The energy above the lowest of the compared OMol25 structures with the same formula, charge and spin is 0.174 eV.

Each line ends with the Mulliken charge.
Positions of all 16 atoms, in Å:
1 C 1.45 -0.18 -1.38  -0.73
2 C 1.37 -1.71 -1.21  -0.80
3 H 1.75 0.20 -0.41  0.17
4 H 2.12 0.16 -2.16  0.35
5 H 0.44 0.20 -1.55  0.23
6 H 1.20 -2.27 -2.13  0.30
7 H 0.55 -1.96 -0.53  0.21
8 H 2.29 -2.07 -0.76  0.27
9 C -2.04 0.54 1.14  -0.85
10 C -0.77 1.35 1.43  -0.37
11 H -2.74 0.53 1.96  0.34
12 H -2.64 0.92 0.31  0.27
13 H -1.75 -0.46 0.85  0.20
14 H -0.50 1.17 2.46  0.28
15 H -0.88 2.42 1.25  0.26
16 H 0.02 1.04 0.74  -0.12

---

# 6
Computed, not measured: a structure of composition C31H27Cl2CoN9O4S, with ωB97M-V/def2-TZVPD.

The spin multiplicity is 2. The charge is 0. The calculation puts the HOMO-LUMO gap (spin up / spin down) at 6.492 / 6.488 eV. The energy above the lowest of the compared OMol25 structures with the same formula, charge and spin is 8.284 eV. Its expectation value of S² is 0.76.

Each line ends with the Mulliken charge.
Positions of all 75 atoms, in Å:
1 Co 0.03 -1.03 -0.34  -0.54
2 C 2.46 0.54 3.92  -0.73
3 O 2.12 -0.70 3.19  -0.48
4 C 1.56 -0.80 1.98  1.27
5 N 0.98 -0.04 1.10  -0.71
6 C 2.14 1.61 2.93  -0.42
7 C 0.01 3.09 2.87  -0.69
8 C -0.76 3.71 1.90  -0.32
9 C -1.36 4.94 2.18  -0.80
10 C -1.22 5.52 3.42  -0.50
11 C -0.46 4.89 4.40  -0.78
12 C 0.15 3.68 4.13  -0.66
13 C 1.64 -2.24 1.56  0.33
14 C 2.43 -3.17 2.20  -0.72
15 C 2.45 -4.47 1.71  -0.68
16 C 1.70 -4.79 0.60  -0.86
17 C 0.93 -3.80 0.01  2.11
18 N 0.89 -2.55 0.49  0.35
19 C 0.13 -4.11 -1.16  -0.71
20 N -0.70 -3.33 -1.75  0.39
21 C -1.45 -4.04 -2.81  -0.40
22 C -0.75 -5.40 -2.79  -0.69
23 O 0.23 -5.32 -1.70  -0.51
24 C -1.44 -3.25 -4.09  0.20
25 C -2.63 -2.71 -4.56  -0.28
26 C -2.64 -1.94 -5.71  -0.68
27 C -1.46 -1.69 -6.39  -0.39
28 C -0.26 -2.22 -5.93  -0.87
29 C -0.25 -3.00 -4.78  -0.23
30 H 3.52 0.45 4.15  0.39
31 H 1.85 0.52 4.81  0.37
32 H 2.56 1.12 2.05  0.46
33 H -0.88 3.27 0.92  0.48
34 H -1.93 5.42 1.39  0.51
35 H -1.69 6.47 3.63  0.41
36 H -0.35 5.34 5.38  0.41
37 H 0.75 3.20 4.89  0.35
38 H 3.01 -2.88 3.06  0.52
39 H 3.06 -5.22 2.19  0.44
40 H 1.68 -5.79 0.19  0.54
41 H -2.43 -4.15 -2.35  0.67
42 H -0.20 -5.62 -3.70  0.41
43 H -1.43 -6.19 -2.53  0.28
44 H -3.54 -2.90 -4.01  0.39
45 H -3.57 -1.52 -6.07  0.39
46 H -1.47 -1.08 -7.28  0.39
47 H 0.66 -2.02 -6.45  0.40
48 H 0.68 -3.40 -4.41  0.38
49 Cl -5.39 -0.30 0.02  -0.20
50 C -4.10 -1.45 0.01  -0.39
51 Cl -2.87 -4.74 -0.20  -0.66
52 C -2.97 -1.13 0.58  0.62
53 O -1.96 -0.85 1.12  -0.34
54 O -1.06 -2.11 -1.45  -0.47
55 H -4.23 -2.45 -0.38  0.25
56 N -0.36 0.45 -1.48  -0.39
57 C -0.75 1.46 -1.89  0.77
58 N -1.18 2.49 -2.52  -0.77
59 C -1.29 3.66 -1.92  0.57
60 N -1.41 4.72 -1.46  -0.60
61 C 1.99 5.33 0.01  -0.83
62 C 2.80 4.04 -0.08  -0.83
63 C 2.26 3.01 0.88  0.69
64 N 1.44 2.14 0.41  -0.79
65 N 0.60 1.33 1.25  1.40
66 C 0.62 1.71 2.66  1.21
67 N -0.18 0.72 3.39  -0.36
68 S 2.91 3.18 2.54  -0.26
69 H 2.41 6.08 -0.66  0.44
70 H 2.00 5.74 1.02  0.29
71 H 0.95 5.16 -0.28  0.09
72 H 3.85 4.23 0.15  0.37
73 H 2.73 3.61 -1.08  0.31
74 H -0.91 0.38 2.77  0.16
75 H -0.66 1.20 4.14  0.54

---

# 7
Computed, not measured: the ion C6H8N with charge +1 at a distorted geometry, with ωB97M-V/def2-TZVPD.

The spin multiplicity is 3. The charge is +1. The calculation puts the HOMO-LUMO gap (spin up / spin down) at 8.747 / 7.101 eV. The energy above the lowest of the compared OMol25 structures with the same formula, charge and spin is 3.555 eV. Its expectation value of S² is 2.01.

Each line ends with the Mulliken charge.
Positions of all 15 atoms, in Å:
1 C -0.14 -1.74 1.01  0.31
2 C 0.18 -0.50 0.70  0.12
3 C -0.60 -2.88 0.86  -0.63
4 C 0.75 0.85 0.63  0.22
5 C 0.05 2.07 0.92  -1.19
6 C -0.06 -0.41 -1.85  -0.66
7 N 0.23 -0.09 -0.48  0.05
8 H -1.13 -3.79 0.71  0.40
9 H 1.80 0.93 0.62  0.39
10 H -0.83 1.89 1.58  0.39
11 H -0.55 2.54 0.10  0.33
12 H 0.73 2.74 1.46  0.32
13 H -1.07 0.01 -2.08  0.32
14 H -0.18 -1.43 -1.75  0.29
15 H 0.82 -0.20 -2.44  0.33

---

# 8
Computed, not measured: a structure of composition C29H23BrN6NaO6S2, with ωB97M-V/def2-TZVPD.

The charge is -1. The calculation puts the HOMO-LUMO gap at 7.382 eV. The energy above the lowest of the compared OMol25 structures with the same formula, charge and spin is 0.000 eV.

Each line ends with the Mulliken charge.
Positions of all 68 atoms, in Å:
1 Na 0.43 2.27 -2.53  0.89
2 C -2.83 0.15 0.67  -0.89
3 O -1.94 1.22 0.45  -0.20
4 C -0.92 1.40 1.32  0.93
5 C -0.74 0.68 2.48  -0.30
6 C 0.38 0.96 3.26  -0.36
7 Br 0.65 -0.04 4.85  -0.23
8 C 1.29 1.92 2.90  -0.90
9 C 1.11 2.65 1.71  1.11
10 C 0.00 2.38 0.92  0.53
11 O -0.20 3.06 -0.24  -0.86
12 C 2.14 3.65 1.38  -0.08
13 N 2.80 4.31 2.30  -0.85
14 C 3.72 5.06 1.60  0.25
15 C 4.70 5.95 2.06  -0.80
16 C 5.51 6.54 1.12  -0.41
17 C 5.38 6.27 -0.26  -0.50
18 C 4.42 5.40 -0.73  -0.83
19 C 3.59 4.82 0.23  0.83
20 N 2.55 3.92 0.11  0.48
21 H -3.39 0.28 1.60  0.33
22 H -2.29 -0.81 0.70  0.40
23 H -3.52 0.15 -0.18  0.15
24 H -1.43 -0.09 2.78  0.49
25 H 2.16 2.14 3.51  0.57
26 H -1.02 2.76 -0.69  0.00
27 H 4.80 6.15 3.11  0.43
28 H 6.28 7.23 1.44  0.36
29 H 6.06 6.74 -0.96  0.39
30 H 4.32 5.15 -1.78  0.46
31 H 2.28 3.48 -0.76  -0.20
32 O 4.61 1.81 -2.57  -0.82
33 C 3.44 1.90 -2.20  0.26
34 O 2.59 2.81 -2.48  -0.98
35 C 2.93 0.82 -1.24  0.74
36 C 3.83 0.14 -0.43  -0.96
37 C 3.35 -0.81 0.46  -0.93
38 C 1.98 -1.08 0.47  -0.82
39 C 1.17 -0.37 -0.40  -0.68
40 N 1.62 0.58 -1.21  1.19
41 H 4.88 0.36 -0.52  0.57
42 H 4.02 -1.33 1.12  0.43
43 H 1.56 -1.81 1.14  0.51
44 H 0.10 -0.57 -0.44  0.50
45 N 4.48 -2.04 -2.95  -0.47
46 C 3.19 -1.73 -3.37  0.93
47 C 2.10 -2.49 -2.94  -0.59
48 C 0.81 -2.13 -3.29  -0.44
49 C 0.60 -1.01 -4.08  -0.18
50 C 1.68 -0.27 -4.54  -0.60
51 C 2.96 -0.62 -4.19  -0.76
52 S -1.04 -0.47 -4.46  1.36
53 O -1.98 -1.47 -3.98  -0.76
54 O -1.08 -0.16 -5.86  -0.78
55 N -1.09 0.86 -3.57  -0.40
56 C -2.20 1.36 -3.04  0.41
57 S -3.83 0.72 -3.19  -0.12
58 C -4.43 2.05 -2.26  -0.33
59 C -3.40 2.84 -1.89  -0.74
60 N -2.15 2.47 -2.30  -0.46
61 H 4.67 -3.02 -2.79  0.22
62 H 5.22 -1.56 -3.43  0.23
63 H 2.27 -3.35 -2.30  0.31
64 H -0.04 -2.70 -2.94  0.50
65 H 1.50 0.59 -5.17  0.49
66 H 3.80 -0.01 -4.50  0.19
67 H -5.47 2.17 -2.04  0.40
68 H -3.50 3.73 -1.28  0.38